19
Properties=species:S:1:pos:R:3:forces:R:3 method="wB97M-V/def2-TZVPD" orbital_gap_ev=10.04 smiles="NN(N)N1CCCC1=O" relative_energy_kj_mol=337.6 homo_energy_ha=-0.33444 total_charge=0 largest_force_ha_per_bohr=0.099 spin_multiplicity=1
C 0.41536 -0.86752 0.62807 2.40 -1.41 -0.29
C 1.91700 -0.66334 0.37707 -0.60 1.06 -3.14
C 1.97081 0.85343 -0.18906 -0.37 -3.18 -1.07
C 0.62141 0.96988 -0.93025 0.60 0.46 3.16
N -0.15848 0.08065 -0.08122 -4.86 1.12 -0.91
N -1.94937 0.74241 1.14902 -0.31 0.22 -1.14
N -2.40043 -0.94993 -0.60494 -0.26 1.93 3.56
N -1.69441 0.22981 -0.11673 3.20 -0.19 -0.93
O -0.06190 -1.85477 1.17607 -0.68 0.80 0.23
H 2.57158 -0.94967 1.16275 0.45 -0.08 0.65
H 2.11172 -1.29920 -0.57112 -0.06 0.59 1.65
H 2.01377 1.54328 0.59979 0.29 1.06 0.90
H 2.72959 0.92939 -0.94595 0.84 0.42 0.20
H 0.35557 2.04113 -0.95285 -0.65 -0.69 0.19
H 0.60528 0.56552 -1.88470 0.33 -0.55 -2.09
H -2.71659 1.35357 0.98801 -0.88 0.41 0.58
H -2.13946 0.00811 1.77575 -0.52 -0.91 1.23
H -2.05875 -0.96479 -1.49649 0.67 -0.63 -2.97
H -2.13269 -1.76796 -0.08322 0.42 -0.44 0.19

***

161
Properties=species:S:1:pos:R:3:forces:R:3 method="wB97M-V/def2-TZVPD" orbital_gap_ev=5.84 homo_energy_ha=-0.34103 total_charge=+1 largest_force_ha_per_bohr=0.020 spin_multiplicity=1
C -1.94303 -2.42911 -4.13628 0.04 0.07 0.27
C -1.71951 -0.92805 -4.00503 -0.11 -0.40 -0.05
O -1.06086 -0.57953 -2.75447 -0.02 0.77 -0.26
C -1.87420 -0.14841 -1.77964 0.04 -0.34 0.20
O -2.99872 -0.53117 -1.62266 -0.42 0.05 -0.13
C -1.24947 0.89920 -0.89060 0.18 0.01 -0.05
C -2.14189 2.15137 -0.87768 0.16 -0.18 -0.27
C -1.37226 3.44174 -0.51822 -0.14 0.00 0.09
C -0.15753 3.23830 0.31220 0.14 0.10 0.10
C 1.15711 3.39050 0.02397 -0.09 0.16 -0.03
O 1.72159 3.74856 -1.12009 -0.01 -0.08 0.05
C 2.62586 4.88413 -1.08483 0.12 0.15 -0.21
C 2.32080 5.84451 -2.23887 0.07 0.24 -0.05
C 3.54612 6.06653 -3.11055 0.00 0.05 0.23
O 1.90315 7.12732 -1.77609 0.11 -0.01 0.04
N 1.88584 3.07388 1.16357 0.07 0.08 -0.05
C 1.07108 2.74965 2.16330 -0.13 0.17 0.04
C 1.46058 2.39662 3.55049 0.29 -0.11 0.08
C 1.68282 0.90181 3.78128 -0.04 -0.02 0.15
F 2.88921 0.53798 3.21673 -0.07 0.02 -0.12
N -0.17122 2.83673 1.65150 -0.17 -0.52 -0.41
N -1.38306 2.63177 2.30161 0.48 0.62 0.64
C -1.82081 3.82667 2.96927 -0.30 -0.34 0.14
O -1.13865 4.70280 3.33825 0.07 0.35 -0.18
F -3.14177 3.77681 3.08543 0.34 -0.07 0.15
C -1.49767 1.40877 3.03591 -0.37 -0.04 -0.28
O -1.60622 0.34327 2.57347 0.25 -0.20 0.04
F -1.47729 1.65629 4.35898 -0.21 0.07 -0.30
H -1.56844 -2.80805 -5.08440 -0.07 -0.05 -0.03
H -1.40463 -2.92274 -3.32744 0.07 -0.10 -0.09
H -2.99194 -2.69476 -4.02604 -0.02 0.01 -0.06
H -1.05660 -0.55032 -4.77940 0.12 -0.01 0.08
H -2.65626 -0.37662 -4.05986 -0.02 0.01 0.05
H -0.25701 1.13165 -1.27763 0.04 -0.01 0.05
H -1.16102 0.47892 0.11251 0.09 0.00 0.00
H -3.00013 1.99585 -0.22605 0.00 -0.01 0.06
H -2.54215 2.27794 -1.88467 -0.14 0.13 0.07
H -1.03856 3.94313 -1.42702 0.10 -0.05 0.00
H -2.03165 4.15446 -0.01448 -0.05 -0.01 -0.03
H 3.64304 4.50296 -1.16529 -0.02 -0.10 0.04
H 2.53784 5.41344 -0.13275 -0.07 -0.09 0.08
H 1.51571 5.41917 -2.84544 -0.01 -0.14 0.08
H 3.76721 5.17741 -3.70042 -0.01 0.03 -0.09
H 3.37252 6.92527 -3.75379 -0.01 -0.10 -0.17
H 4.41368 6.29676 -2.48836 0.00 0.03 0.01
H 1.58429 7.09209 -0.87109 -0.12 -0.04 -0.03
H 2.90348 3.11273 1.20072 0.03 -0.23 0.20
H 2.40718 2.89794 3.76217 -0.03 0.03 0.06
H 0.73939 2.77325 4.27390 -0.12 0.10 -0.11
H 0.90098 0.27964 3.34244 0.04 -0.04 0.00
H 1.73239 0.71072 4.85307 0.03 -0.03 -0.01
N -3.28351 -5.18685 -8.14369 0.00 -0.01 -0.07
C -4.48291 -5.15312 -7.47853 0.03 0.01 -0.04
C -4.25386 -5.54050 -6.18761 0.02 0.00 0.00
C -2.86227 -5.81438 -6.06796 -0.01 -0.05 0.08
C -2.28895 -5.58627 -7.28959 0.00 -0.02 -0.05
H -3.14863 -4.93834 -9.10765 0.04 0.19 0.05
H -5.38959 -4.86242 -7.98057 -0.01 0.00 0.00
H -4.99850 -5.62134 -5.41402 0.00 0.00 0.00
H -2.34155 -6.13975 -5.18200 0.01 0.05 0.02
H -1.26789 -5.67469 -7.62075 0.01 -0.01 0.01
N -0.65185 -8.56026 -6.09354 -0.03 -0.02 0.01
C 0.09321 -8.81733 -7.21095 -0.02 0.04 0.01
C 1.36240 -9.13523 -6.80592 0.01 0.01 0.01
C 1.38154 -9.06944 -5.38620 0.01 0.01 -0.01
C 0.12347 -8.71354 -4.97781 -0.02 0.03 -0.02
H -1.62101 -8.29603 -6.09495 0.00 0.01 -0.03
H -0.34039 -8.75436 -8.19441 0.01 -0.01 -0.01
H 2.18450 -9.38947 -7.45343 0.00 -0.01 0.00
H 2.22149 -9.26348 -4.74075 0.00 -0.01 0.00
H -0.28313 -8.55853 -3.99314 0.01 -0.01 0.01
N -5.61163 2.16574 1.60622 0.09 -0.03 -0.06
C -6.25372 0.95577 1.58735 0.04 0.01 0.13
C -7.10044 0.94662 0.51512 0.08 0.05 -0.11
C -6.95064 2.19377 -0.15383 -0.08 0.00 0.01
C -6.03332 2.92940 0.54672 0.10 -0.06 -0.02
H -4.94082 2.45100 2.29231 -0.08 0.04 0.07
H -6.04726 0.20829 2.33456 -0.05 -0.04 -0.02
H -7.74583 0.13260 0.23279 0.02 -0.02 -0.01
H -7.46321 2.51299 -1.04595 -0.01 0.02 0.00
H -5.64508 3.92142 0.38493 -0.06 0.03 0.02
N -2.41224 0.75597 7.19222 0.02 0.03 0.08
C -3.60893 0.98333 7.82162 0.03 -0.03 -0.02
C -3.47282 0.59244 9.12541 0.01 -0.02 0.00
C -2.14435 0.11098 9.29157 -0.02 0.04 0.02
C -1.51571 0.22816 8.08368 0.01 0.09 0.00
H -2.21658 0.93864 6.22926 -0.08 -0.04 0.00
H -4.44891 1.39810 7.29132 -0.01 -0.01 0.01
H -4.24035 0.64157 9.87891 0.00 0.00 0.01
H -1.70518 -0.27875 10.19399 0.00 0.00 0.01
H -0.51361 -0.01993 7.77964 0.01 -0.03 0.04
N 0.22003 -4.89951 6.97387 -0.01 0.01 0.00
C 1.25978 -4.03218 7.15363 0.01 -0.02 -0.02
C 0.75355 -2.76000 7.10999 -0.03 0.04 -0.04
C -0.64942 -2.86801 6.89677 0.05 -0.04 -0.10
C -0.94559 -4.20197 6.81622 0.04 -0.04 -0.01
H 0.29982 -5.89952 6.96102 0.00 -0.01 0.02
H 2.26394 -4.39010 7.30097 0.01 0.01 0.01
H 1.32812 -1.85491 7.22531 0.01 -0.01 0.04
H -1.35740 -2.06281 6.81390 -0.06 -0.02 0.05
H -1.88204 -4.71044 6.66627 -0.01 0.01 0.00
N -4.94917 4.42936 -3.90001 0.03 -0.06 -0.03
C -5.24509 3.34794 -3.11088 0.10 0.09 0.00
C -5.88266 2.42216 -3.89141 0.02 -0.04 -0.02
C -5.97346 2.96428 -5.20291 0.01 -0.01 0.00
C -5.38974 4.20182 -5.17602 0.02 0.02 0.02
H -4.48752 5.26414 -3.59202 -0.04 0.03 0.00
H -4.98159 3.32676 -2.06718 -0.07 -0.02 0.02
H -6.24349 1.46321 -3.55864 0.00 0.00 0.01
H -6.41983 2.49892 -6.06530 -0.01 0.00 0.00
H -5.25363 4.93654 -5.95065 -0.02 0.00 -0.01
N 6.38070 2.57714 -0.52028 0.00 -0.02 0.14
C 7.27782 2.25234 0.46004 0.00 0.05 -0.04
C 6.60164 1.60652 1.45940 -0.02 0.01 0.01
C 5.23779 1.52913 1.06456 -0.04 0.11 0.09
C 5.13732 2.13686 -0.16041 -0.21 0.23 -0.17
H 6.60457 3.06366 -1.36895 0.03 -0.05 -0.03
H 8.31847 2.51202 0.36422 0.01 0.00 0.02
H 7.03257 1.22992 2.37117 -0.01 0.00 0.01
H 4.43313 1.07094 1.61507 0.03 -0.10 -0.04
H 4.29015 2.28910 -0.81162 0.02 -0.17 -0.06
N -6.53239 -4.21009 0.82102 0.01 0.00 -0.01
C -6.15582 -3.22965 -0.05698 -0.03 -0.02 0.02
C -5.17638 -2.48320 0.54071 0.04 0.04 0.01
C -4.95364 -3.03947 1.83149 0.00 0.05 -0.01
C -5.80579 -4.10294 1.97315 -0.02 -0.01 0.00
H -7.23716 -4.90205 0.64634 0.00 -0.01 0.00
H -6.61436 -3.14657 -1.02719 0.01 0.01 -0.01
H -4.67694 -1.63615 0.09917 0.01 -0.01 -0.02
H -4.24788 -2.69899 2.57161 0.01 -0.02 0.00
H -5.95425 -4.78807 2.78985 0.00 0.00 0.01
N 10.82504 2.22301 3.97334 -0.03 0.04 -0.01
C 9.78280 2.37720 3.10242 0.00 -0.04 -0.01
C 9.26401 3.63239 3.28386 0.00 0.00 -0.02
C 10.02544 4.26122 4.30560 0.01 0.02 0.01
C 10.97898 3.36520 4.70852 0.03 -0.02 0.02
H 11.38850 1.39775 4.06192 0.01 0.00 0.00
H 9.50234 1.58332 2.43118 0.01 -0.01 0.00
H 8.43184 4.05370 2.74505 -0.01 -0.01 0.00
H 9.88640 5.25495 4.69806 -0.02 -0.01 0.02
H 11.75455 3.43828 5.45197 0.01 -0.02 0.00
N 11.23319 5.85598 7.51382 0.00 0.01 0.00
C 11.09243 7.19591 7.75442 -0.01 -0.02 -0.03
C 10.38686 7.33962 8.91837 -0.02 -0.01 0.01
C 10.09234 6.03420 9.39959 -0.01 0.02 0.00
C 10.62842 5.14128 8.51154 0.00 -0.01 -0.04
H 11.70690 5.45926 6.72440 0.02 0.02 -0.01
H 11.50482 7.92783 7.08158 0.00 0.01 0.01
H 10.11374 8.27510 9.37655 0.00 0.00 0.01
H 9.55115 5.78186 10.29578 0.00 0.00 0.01
H 10.63159 4.06491 8.50461 -0.01 0.00 0.00
N -4.05568 -7.42294 -10.43952 0.03 0.03 -0.05
C -3.56324 -8.65222 -10.78402 0.01 0.02 0.01
C -4.30927 -9.12574 -11.82932 0.00 0.00 -0.01
C -5.29081 -8.14221 -12.12927 0.00 0.00 -0.01
C -5.10816 -7.10476 -11.25535 0.02 0.01 0.03
H -3.70124 -6.84239 -9.70068 -0.08 -0.19 0.08
H -2.72885 -9.08398 -10.25843 0.00 -0.02 0.00
H -4.16927 -10.07163 -12.32449 0.00 0.00 0.00
H -6.04392 -8.19303 -12.89728 0.00 0.00 0.00
H -5.63637 -6.17276 -11.14555 -0.02 -0.01 0.00

***

27
Properties=species:S:1:pos:R:3:forces:R:3 method="wB97M-V/def2-TZVPD" orbital_gap_ev=9.99 smiles="CCN[P@@](N)(=O)C(C)(C)C" relative_energy_kj_mol=62.7 homo_energy_ha=-0.33719 total_charge=0 largest_force_ha_per_bohr=0.077 spin_multiplicity=1
C 3.84675 0.23847 0.01964 -2.46 -2.61 0.36
C -2.88882 -0.60462 -0.14957 0.27 -3.64 -1.48
C -1.69799 0.72011 1.59687 2.70 -0.31 0.02
C -1.37567 1.21757 -0.94304 -1.91 -1.17 0.49
C 2.45946 0.13815 0.80189 1.21 -0.54 -0.11
C -1.61723 0.15989 0.18157 2.15 -0.60 -0.44
N -0.07829 -1.44751 -1.61742 -1.54 0.79 1.12
N 1.39718 0.15738 -0.16069 -1.73 -0.27 -0.60
O 0.32344 -1.82472 1.05149 -0.26 -0.01 0.36
P 0.05074 -0.82151 0.00444 -1.15 -0.70 -1.00
H 4.26471 1.17752 -0.15348 0.54 1.86 0.68
H 4.39014 -0.40552 0.70764 1.25 -0.03 -1.03
H 3.66221 -0.08939 -1.03947 0.49 -0.74 1.18
H -3.48928 -0.04520 -0.83064 -0.25 0.39 -0.92
H -2.75393 -1.72353 -0.63455 -0.04 2.83 0.94
H -3.60226 -0.82803 0.62198 0.26 0.10 1.13
H -0.82698 1.39662 1.79251 -0.33 -0.72 -0.01
H -1.76007 -0.03144 2.41720 -0.17 0.52 -0.82
H -2.47946 1.38843 1.54090 -2.27 1.32 0.58
H -0.48661 1.74468 -0.78513 1.03 1.33 0.46
H -1.20422 0.63453 -1.83419 -0.24 0.04 -0.56
H -2.27258 1.84132 -1.08399 0.50 0.10 0.11
H 2.35266 -0.73762 1.57565 0.29 1.35 -2.10
H 2.40920 1.00758 1.38388 -0.17 1.40 1.22
H -0.83601 -2.12074 -1.77723 0.09 0.60 0.35
H 0.73835 -1.96619 -1.75546 1.76 -0.82 -0.43
H 1.47460 0.82379 -0.93081 -0.03 -0.47 0.53